[1]
7
Properties=species:S:1:pos:R:3 method="wB97M-V/def2-TZVPD" spin_multiplicity=1 gap_ev="6.449 / 6.444" de_lowest_ev=4.069 smiles="C#P=N[PH]#P" homo_ev="-8.70 / -8.70" e_lumo_ha="-0.083 / -0.083"
C 0.8501 -0.6150 -1.1622
P 0.8308 0.9964 -1.0739
N -0.2126 1.3743 0.1483
P -0.9622 0.1970 1.1302
P -0.7261 -1.7627 1.4348
H 1.4298 -1.3582 -1.6827
H -1.6619 1.0722 2.0708

---

[2]
8
Properties=species:S:1:pos:R:3 method="wB97M-V/def2-TZVPD" spin_multiplicity=1 gap_ev="9.477 / 4.908" de_lowest_ev=5.811 homo_ev="-11.68 / -9.09" e_lumo_ha="-0.081 / -0.154"
C -0.6905 -1.3267 -0.1336
C -2.3620 2.1602 0.0543
C 1.5917 -0.1021 -0.0307
C 0.4110 -0.5592 -0.1735
N -1.7375 -1.8188 0.0116
N -1.4983 1.4020 -0.1974
H 2.3479 -0.6944 0.3584
H 1.9376 0.9390 0.1108

---

[3]
43
Properties=species:S:1:pos:R:3 method="wB97M-V/def2-TZVPD" spin_multiplicity=1 gap_ev=10.342 de_lowest_ev=0.014 smiles="O=C(CCl)NCCCCCCCCCNC(=O)CCl" homo_ev=-9.60 e_lumo_ha=0.027
O 0.4992 -1.0713 -1.5492
C -0.3721 -1.7809 -1.0813
C -0.0318 -2.9730 -0.1956
Cl -1.1496 -3.1051 1.1838
N -1.6801 -1.6186 -1.3162
C -2.2300 -0.5690 -2.1439
C -3.4020 0.1263 -1.4549
C -2.9965 0.9079 -0.2039
C -2.1421 2.1475 -0.5152
C -0.6824 2.0038 -0.0814
C -0.5129 2.1388 1.4325
C 0.8855 1.7219 1.8926
C 1.0085 0.2037 2.0247
C 2.4622 -0.2668 2.1147
N 3.1103 -0.2010 0.8248
C 3.2312 -1.2712 0.0314
O 2.9737 -2.4103 0.3758
C 3.6873 -0.9981 -1.3935
Cl 4.5874 0.5185 -1.5914
H 0.9869 -2.8811 0.1881
H -0.1179 -3.8945 -0.7742
H -2.3338 -2.2362 -0.8565
H -1.4202 0.1316 -2.3542
H -2.5691 -1.0012 -3.0936
H -3.8725 0.8027 -2.1707
H -4.1425 -0.6303 -1.1807
H -3.9090 1.2097 0.3132
H -2.4511 0.2405 0.4652
H -2.1767 2.3471 -1.5879
H -2.5642 3.0216 -0.0148
H -0.2933 1.0427 -0.4178
H -0.0878 2.7811 -0.5677
H -1.2543 1.5260 1.9489
H -0.6967 3.1784 1.7133
H 1.6151 2.0965 1.1715
H 1.1106 2.1804 2.8581
H 0.4684 -0.1271 2.9134
H 0.5544 -0.2798 1.1590
H 2.4999 -1.3123 2.4291
H 3.0219 0.3436 2.8285
H 3.2842 0.7099 0.4259
H 4.3166 -1.8169 -1.7411
H 2.7855 -0.9354 -2.0088

---

[4]
17
Properties=species:S:1:pos:R:3 method="wB97M-V/def2-TZVPD" spin_multiplicity=2 total_charge=+1 gap_ev="10.270 / 7.045" de_lowest_ev=0.802 homo_ev="-14.40 / -14.85" e_lumo_ha="-0.152 / -0.287"
N -1.5461 -1.1293 -1.5616
C -0.7442 -0.3211 -0.7981
C -1.3454 0.4802 0.1975
C -0.5881 1.4546 0.8894
C 0.8147 1.5782 0.5712
C 1.3764 0.7521 -0.3783
C 0.6694 -0.2643 -1.0473
H -1.2392 -1.6081 -2.3635
H -2.4360 -0.7046 -1.6902
H -2.4457 0.4635 0.2770
H -1.1430 2.1390 1.5526
H 1.4173 2.3029 1.0549
H 2.4015 0.7916 -0.6301
H 1.1511 -0.9421 -1.7425
H 1.7223 -1.4986 1.1528
H 0.3589 -1.3619 1.8726
O 1.2424 -1.7193 1.8551